Entry 1:
{"formula": "C5H11N", "method": "ωB97M-V with the def2-TZVPD basis set", "symbols": ["H", "H", "C", "H", "H", "H", "C", "H", "C", "H", "C", "H", "N", "C", "H", "H", "H"], "positions_angstrom": [[-3.490086, 0.894204, 1.402059], [2.200119, -2.369589, -0.917569], [0.723049, 0.316899, 0.482187], [-0.707390, -0.245996, -1.195276], [-2.535575, 0.728570, -0.800542], [-0.481904, 1.447679, -1.334504], [-2.429490, 0.950226, 1.212880], [-1.902387, 0.865914, 2.232887], [1.862187, -1.303869, -0.987780], [1.142788, -1.216169, -1.745063], [-0.534170, 0.660882, -0.467547], [1.869916, -1.305230, 1.164198], [1.364647, -1.049068, 0.384932], [-1.885250, 0.814553, 0.043523], [1.463436, 1.116437, 0.222534], [0.471322, 0.476529, 1.565352], [2.868786, -0.781975, -1.262271]], "atomic_forces_ev_per_a": [[-0.2785, 0.2941, -0.5450], [-0.4306, 0.5989, -0.6027], [0.3705, 0.8927, 0.2176], [0.6829, 1.1106, 1.3888], [-0.8745, 0.2878, -0.3512], [0.9456, -0.8313, 1.9448], [0.2551, -0.7391, 4.0079], [-0.2374, 0.4381, -1.8602], [3.8496, -1.5888, 2.7962], [-1.0437, 0.3449, -0.7658], [1.3101, -2.2595, -2.5045], [1.5402, -0.4596, 1.4066], [-3.5891, 2.7826, -3.9990], [-0.4129, -0.0658, -0.6851], [-0.2086, -0.5517, 0.2990], [-0.0740, -0.0894, -1.0702], [-1.8047, -0.1644, 0.3229]], "homo_energy_ev": -8.584, "largest_force_ev_per_a": 6.05, "orbital_gap_ev": 9.72, "e_tot_ha": -251.76563, "smiles": "C=CCCNC"}

***

Entry 2:
{"formula": "C23H22N4S2TeZr", "method": "ωB97M-V with the def2-TZVPD basis set", "symbols": ["H", "C", "H", "H", "Te", "N", "H", "C", "C", "H", "H", "H", "H", "H", "S", "H", "C", "H", "C", "H", "C", "H", "C", "H", "H", "C", "H", "C", "C", "C", "C", "N", "N", "H", "C", "C", "H", "H", "C", "C", "H", "C", "N", "C", "C", "H", "Zr", "C", "C", "S", "C", "H", "C"], "positions_angstrom": [[0.773475, 5.870300, -1.239135], [0.520325, 4.161652, 0.021802], [-5.530632, 1.795601, 0.409738], [-6.461585, -0.408256, 1.489084], [-1.001324, -0.240296, 2.309528], [-1.108266, 2.713313, -0.878119], [2.693912, -1.863591, 2.050102], [-3.524879, 1.168568, 1.122934], [-1.379723, -0.494405, -4.039905], [-2.957541, 2.039550, 0.822040], [-1.512754, 3.985547, 0.737997], [1.131845, -1.941074, -1.576764], [-1.224418, -1.877399, -2.320324], [-1.525334, -1.158207, -4.876407], [-4.225346, -1.020418, 2.220858], [3.234518, 5.861763, -1.060563], [1.765777, -1.677569, 0.305079], [0.475285, -3.541846, 2.974438], [1.062211, -4.247531, 2.399576], [-1.355923, 3.490021, -2.799957], [2.779095, -4.667889, 0.737064], [-1.371841, 4.816089, -0.818627], [-1.162626, 1.328451, -2.762078], [3.067279, 2.458975, 1.515345], [0.167080, -5.985278, 3.271325], [2.594705, -6.032507, 0.903113], [1.526240, -7.567888, 1.947698], [-5.434291, -0.078598, 1.469499], [1.178108, 3.187704, 0.789314], [-1.195698, -0.878859, -2.727710], [-3.005621, 0.100243, 1.808892], [-1.039858, 0.204674, -1.912451], [2.196611, -2.369605, 1.327998], [4.388864, 4.131937, 0.272421], [3.310009, 4.131230, 0.198953], [-1.354771, 0.909272, -4.066119], [-1.477369, 1.550174, -4.926388], [0.800633, -3.239223, -0.520384], [2.568994, 3.178664, 0.879194], [1.268432, 5.111847, -0.645041], [3.528881, -4.286047, 0.054610], [2.658972, 5.102812, -0.546997], [0.980705, -2.245586, -0.625533], [-0.964446, 4.014434, -0.203915], [0.893613, -5.615333, 2.560681], [0.613622, 2.555004, 1.488119], [-0.251168, 0.913039, -0.095186], [1.656055, -6.502629, 1.813349], [-4.928103, 1.057156, 0.917687], [2.165693, 0.017408, 0.182573], [2.005895, -3.797487, 1.490594], [3.193589, -6.726819, 0.330013], [-1.206905, 2.608911, -2.180018]], "atomic_forces_ev_per_a": [[0.0143, -0.0133, -0.0097], [0.0076, -0.0618, -0.0093], [0.0118, -0.0046, 0.0134], [0.0129, 0.0278, 0.0143], [0.0261, 0.3032, -0.2817], [-0.1471, 0.4028, -0.0904], [0.0028, 0.0021, -0.0039], [-0.0941, 0.0775, -0.0221], [0.0481, 0.0661, -0.0568], [0.0264, 0.0258, 0.0527], [-0.0506, 0.0224, 0.0210], [-0.2009, 0.1687, -0.0085], [0.0870, 0.0069, 0.0237], [-0.0284, 0.0302, 0.0111], [-0.0245, -0.1789, -0.0533], [-0.0090, -0.0113, -0.0067], [-0.1628, 0.0600, -0.0435], [0.0070, -0.0039, -0.0032], [-0.0292, -0.0181, 0.0057], [0.0609, 0.0210, -0.0158], [0.0397, -0.0285, 0.0157], [0.0025, 0.0241, -0.0103], [-0.0213, -0.0036, 0.0972], [-0.0103, -0.0045, -0.0056], [0.0153, -0.0023, -0.0048], [-0.0200, -0.0094, -0.0011], [-0.0077, 0.0052, -0.0089], [-0.0338, -0.0157, -0.0300], [-0.0284, -0.0508, -0.1685], [-0.0915, 0.0076, 0.0936], [0.0674, 0.1257, -0.0876], [-0.0452, 0.1152, -0.0651], [0.0190, -0.0197, 0.1607], [-0.0131, 0.0071, -0.0004], [0.0147, 0.0411, -0.0181], [-0.0200, -0.1422, -0.1244], [-0.0354, -0.0282, 0.0277], [0.0097, -0.0173, -0.0041], [-0.0086, -0.0491, 0.1232], [0.0792, 0.0676, 0.0158], [-0.0145, -0.0040, 0.0015], [-0.0427, 0.0035, -0.0033], [0.3177, -0.2120, -0.0572], [0.1721, -0.0812, -0.1712], [-0.0108, 0.0118, 0.0015], [-0.1090, 0.0490, 0.2095], [0.7031, -0.9920, 0.5309], [0.0285, 0.0015, -0.0094], [0.0850, -0.0232, -0.0003], [-0.3019, 0.1837, -0.1656], [-0.0419, 0.0864, -0.0347], [0.0004, -0.0037, 0.0102], [-0.2567, 0.0353, 0.1459]], "homo_energy_ev": -13.502, "largest_force_ev_per_a": 1.33, "orbital_gap_ev": 6.41, "e_tot_ha": -2219.64850, "charge": 2}